## i
Computed, not measured: C5H14N2 in the gas phase, with ωB97M-V with the def2-TZVPD basis set.

* M: 102.18 g/mol

Atoms and positions in Å:
C1 -2.67 -0.72 -0.73
C2 -1.35 -0.70 0.04
C3 -0.52 -1.96 -0.13
C4 -0.64 0.64 -0.21
N1 0.53 0.98 0.62
C5 1.79 0.40 0.39
N2 2.82 1.47 0.20
H1 -3.16 0.24 -0.57
H2 -2.50 -0.77 -1.81
H3 -3.41 -1.46 -0.46
H4 -1.64 -0.64 1.10
H5 -0.38 -2.35 -1.15
H6 -0.93 -2.78 0.46
H7 0.49 -1.82 0.25
H8 -0.26 0.68 -1.24
H9 -1.39 1.42 -0.06
H10 0.20 1.34 1.50
H11 1.69 -0.17 -0.54
H12 2.25 -0.34 1.06
H13 2.31 2.22 -0.28
H14 3.51 1.16 -0.46


## ii
Computed, not measured: C5H14N2 in the gas phase, with ωB97M-V with the def2-TZVPD basis set.

* M: 102.18 g/mol

Atoms and positions in Å:
C1 2.53 0.42 0.40
C2 1.05 0.72 0.18
C3 0.70 2.06 -0.45
C4 0.36 -0.41 -0.61
N1 -1.05 -0.49 -0.44
C5 -1.66 -1.46 0.41
N2 -3.07 -1.23 0.60
H1 2.77 -0.59 0.02
H2 3.24 0.97 -0.23
H3 2.87 0.45 1.43
H4 0.58 0.72 1.16
H5 1.28 2.28 -1.34
H6 0.81 2.87 0.27
H7 -0.36 2.06 -0.72
H8 0.63 -0.34 -1.66
H9 0.76 -1.38 -0.30
H10 -1.68 0.19 -0.83
H11 -1.14 -1.39 1.38
H12 -1.49 -2.48 0.02
H13 -3.50 -2.10 0.89
H14 -3.61 -0.87 -0.17


## iii
Computed, not measured: C5H14N2 in the gas phase, with ωB97M-V with the def2-TZVPD basis set.

* M: 102.18 g/mol

Atoms and positions in Å:
N1 -3.09 -0.04 0.61
C1 -2.08 -0.72 -0.18
C2 -0.72 -0.92 0.51
C3 0.02 0.37 0.83
C4 0.68 1.05 -0.37
C5 1.83 0.31 -1.03
N2 3.04 0.15 -0.31
H1 -2.60 0.54 1.29
H2 -3.69 -0.68 1.11
H3 -1.84 -0.19 -1.12
H4 -2.40 -1.70 -0.48
H5 -0.13 -1.51 -0.19
H6 -0.72 -1.50 1.43
H7 -0.57 1.16 1.29
H8 0.84 0.25 1.55
H9 -0.02 1.20 -1.20
H10 0.95 2.08 -0.11
H11 1.41 -0.64 -1.40
H12 2.06 0.88 -1.93
H13 3.10 -0.61 0.36
H14 3.90 0.52 -0.65


Which structure is most stable? iii, by 0.0049 hartree over the runner-up.


## i
Computed, not measured: C5H14N2 in the gas phase, with ωB97M-V with the def2-TZVPD basis set.

* M: 102.18 g/mol

Atoms and positions in Å:
C1 1.17 -1.01 1.61
C2 -0.22 -0.85 1.00
N1 -0.95 -2.14 0.98
C3 -0.08 -0.36 -0.46
N2 0.00 1.09 -0.53
C4 -1.30 1.64 -0.84
C5 0.98 1.51 -1.54
H1 1.57 -0.01 1.70
H2 1.07 -1.43 2.62
H3 1.81 -1.64 1.00
H4 -0.81 -0.12 1.55
H5 -0.30 -2.89 1.19
H6 -1.62 -2.21 1.74
H7 0.82 -0.85 -0.86
H8 -0.83 -0.84 -1.09
H9 -2.05 1.22 -0.19
H10 -1.66 1.37 -1.85
H11 -1.28 2.73 -0.73
H12 1.98 1.28 -1.16
H13 0.82 0.95 -2.47
H14 0.90 2.58 -1.66


## ii
Computed, not measured: C5H14N2 in the gas phase, with ωB97M-V with the def2-TZVPD basis set.

* M: 102.18 g/mol

Atoms and positions in Å:
C1 -0.88 -0.18 1.88
N1 -0.39 1.23 1.61
C2 -0.34 1.61 0.17
C3 0.75 0.71 -0.71
N2 0.76 -0.64 -1.24
C4 -0.73 -0.93 -1.59
C5 1.17 -1.68 -0.31
H1 -1.07 -0.53 0.94
H2 -0.15 -0.61 2.65
H3 -1.95 -0.10 2.22
H4 -0.88 1.87 2.18
H5 -1.33 1.56 -0.26
H6 0.12 2.60 0.04
H7 1.70 0.89 -0.24
H8 0.84 1.47 -1.61
H9 -1.39 -0.21 -1.07
H10 -1.15 -1.93 -1.36
H11 -0.74 -0.63 -2.71
H12 0.78 -2.68 -0.66
H13 2.20 -1.59 -0.05
H14 0.61 -1.42 0.71


Which structure is most stable? i, by 0.0953 hartree over the runner-up.